Record 1
Entry from OMol25: 14 unconnected molecules or ions with the total composition C56H98N14 (ωB97M-V with the def2-TZVPD basis set).

Results
lowest unoccupied orbital energy	0.03	eV
E_HOMO	-11.249	eV
calculated total energy	-2959.123192	Ha
ΔE to the lowest compared entry with this formula, charge and spin	9.9	kcal/mol
2S+1	1

Each line ends with the Mulliken charge.
Element x y z (Å)
C  1.28513  6.84985  -3.53837  -0.94
C  1.14603  7.10964  -2.04684  0.14
C  -0.24097  6.73492  -1.51670  -0.74
C  -0.55420  5.32478  -1.75910  0.13
N  -0.82711  4.22278  -1.93287  -0.01
H  1.17493  5.78846  -3.77254  -0.06
H  2.27872  7.09982  -3.90969  0.39
H  0.54288  7.42117  -4.09808  0.39
H  1.34926  8.16324  -1.85413  0.39
H  1.87440  6.52933  -1.47264  -0.26
H  -1.03360  7.31762  -1.99369  0.46
H  -0.31950  6.88108  -0.43695  0.27
C  4.30542  -3.81810  -2.94893  -0.73
C  4.42208  -5.31235  -3.21880  -0.05
C  5.65613  -5.69382  -4.04956  -0.66
C  6.79649  -4.78227  -3.89292  0.21
N  7.69671  -4.08669  -3.78637  -0.41
H  3.34699  -3.57744  -2.48070  -0.04
H  4.32710  -3.25984  -3.88589  0.30
H  5.09921  -3.49296  -2.27822  0.44
H  3.54863  -5.65089  -3.77894  0.14
H  4.40849  -5.88119  -2.28614  0.20
H  5.39257  -5.70943  -5.10927  0.28
H  6.01370  -6.69562  -3.80632  0.38
C  3.46628  -0.38950  -3.32850  -1.50
C  3.87098  -0.06805  -1.89852  1.68
C  5.03672  0.89246  -1.77496  0.17
C  6.28508  0.43271  -2.36789  0.00
N  7.26334  0.07155  -2.83025  -0.50
H  3.42593  0.53085  -3.92094  0.38
H  2.48484  -0.86013  -3.36565  0.38
H  4.20766  -1.02404  -3.81721  0.36
H  4.14968  -0.97270  -1.34157  -0.15
H  3.00778  0.30013  -1.33900  -0.89
H  5.20169  1.14107  -0.72484  0.07
H  4.79428  1.84179  -2.26862  -0.02
C  -5.94294  -1.93470  5.35365  -0.86
C  -5.50967  -0.47894  5.14275  -0.59
C  -4.02634  -0.36703  4.81264  -0.43
C  -3.73720  -0.86809  3.47240  -0.17
N  -3.48400  -1.20553  2.40793  0.18
H  -6.99850  -1.99089  5.62036  0.38
H  -5.33494  -2.42595  6.11342  0.30
H  -5.86778  -2.49990  4.41800  0.03
H  -5.69618  0.05824  6.07297  0.37
H  -6.11773  -0.06050  4.34197  0.32
H  -3.37065  -0.87237  5.51881  0.40
H  -3.71900  0.67915  4.77342  0.21
C  4.94048  4.11841  0.17127  -1.37
C  3.45276  4.24973  0.22514  -0.29
C  2.70024  3.46359  -0.84594  3.31
C  3.12603  3.82661  -2.19198  -0.26
N  3.50434  4.13838  -3.23664  -0.72
H  5.26759  3.10004  0.38470  0.15
H  5.40602  4.76269  0.91829  0.47
H  5.33199  4.41471  -0.80386  0.35
H  3.18786  5.31041  0.12913  0.37
H  3.06697  3.96513  1.20680  -0.01
H  1.62543  3.61254  -0.73958  -0.83
H  2.87129  2.39291  -0.70503  -1.22
C  -1.92809  4.53502  1.46631  -0.77
C  -2.97778  4.18693  2.50774  -0.07
C  -4.03786  5.28590  2.69934  -0.61
C  -3.43688  6.52635  3.17880  0.13
N  -2.96125  7.50810  3.52645  -0.46
H  -2.32700  4.72746  0.47163  0.23
H  -1.28154  3.65034  1.38583  -0.32
H  -1.25851  5.33709  1.78020  0.78
H  -2.49870  3.95699  3.46450  0.38
H  -3.51377  3.26892  2.25546  -0.02
H  -4.82282  4.95278  3.37567  0.45
H  -4.49663  5.48870  1.72808  0.24
C  0.68672  -7.67037  -0.34581  -1.59
C  1.36595  -6.41043  -0.86334  0.77
C  1.11219  -6.11220  -2.33327  0.31
C  -0.32627  -6.09295  -2.63560  -0.12
N  -1.45401  -6.05507  -2.85721  -0.55
H  -0.39868  -7.58170  -0.35798  0.36
H  1.01118  -7.87816  0.67563  0.40
H  1.00207  -8.53814  -0.93039  0.40
H  2.45240  -6.49731  -0.73229  0.29
H  1.13270  -5.51847  -0.27411  -0.64
H  1.55384  -6.88078  -2.97281  0.51
H  1.46463  -5.13368  -2.66273  -0.18
C  -4.00401  -3.60044  -0.23090  -0.68
C  -5.17635  -4.35793  0.37692  -0.83
C  -5.99487  -3.53948  1.34039  0.49
C  -6.57906  -2.34126  0.74337  0.23
N  -7.06024  -1.40357  0.29018  -0.55
H  -4.38547  -2.76735  -0.83014  0.46
H  -3.37679  -4.23183  -0.85628  0.40
H  -3.34195  -3.15276  0.51727  -0.22
H  -4.83644  -5.28797  0.84138  0.36
H  -5.79609  -4.69485  -0.46071  0.40
H  -5.37735  -3.19841  2.17833  -0.55
H  -6.81156  -4.11327  1.78388  0.44
C  3.18415  -4.03250  2.29168  -1.69
C  2.95120  -2.67728  1.66245  1.64
C  3.44159  -1.54863  2.58563  -0.82
C  3.36085  -0.24907  1.94565  0.20
N  3.32217  0.78238  1.45725  -0.29
H  2.82949  -4.82022  1.62651  0.17
H  2.70192  -4.12990  3.26798  0.34
H  4.25359  -4.19636  2.44891  0.51
H  1.91727  -2.51398  1.37217  -0.89
H  3.50000  -2.64428  0.71387  0.06
H  4.48191  -1.71309  2.86199  0.54
H  2.77735  -1.55191  3.45155  0.24
C  -0.61582  -4.73258  1.84471  -0.72
C  -1.68301  -4.57320  2.90699  0.33
C  -1.24034  -3.75673  4.13268  -0.73
C  -0.46848  -2.56297  3.78104  -0.02
N  0.15294  -1.64109  3.52176  -0.10
H  -0.96588  -5.40536  1.06021  0.30
H  0.33780  -5.10690  2.23367  0.37
H  -0.35052  -3.79423  1.35072  -0.16
H  -2.05319  -5.54531  3.23481  0.52
H  -2.54287  -4.07977  2.44290  -0.55
H  -0.62895  -4.37339  4.79626  0.40
H  -2.10730  -3.44143  4.71823  0.33
C  0.81011  4.05942  4.04803  -0.93
C  1.68162  2.82471  4.17917  -0.90
C  0.95956  1.52766  3.80654  1.66
C  -0.31029  1.33622  4.48141  0.16
N  -1.29321  1.22362  5.06444  -0.59
H  -0.06834  4.02986  4.68888  0.44
H  0.51535  4.20949  3.00526  -0.07
H  1.40032  4.94485  4.29961  0.43
H  2.05453  2.71918  5.19831  0.40
H  2.53061  2.91876  3.50122  0.27
H  1.59149  0.67425  4.06092  -0.09
H  0.80802  1.42210  2.72920  -0.74
C  -0.04252  0.98787  -0.97869  0.00
C  -0.22208  0.11172  0.24257  0.97
C  -0.78939  -1.25941  -0.14789  1.02
C  0.24910  -2.12640  -0.68154  -0.98
N  1.05713  -2.86024  -1.03232  -0.08
H  0.24311  2.01632  -0.75419  -0.60
H  -1.00652  1.12579  -1.48489  0.20
H  0.67746  0.56946  -1.68559  0.20
H  -0.91718  0.58830  0.93882  0.46
H  0.73671  -0.04141  0.74248  -1.09
H  -1.60933  -1.18435  -0.85897  0.61
H  -1.19135  -1.75215  0.73737  -0.78
C  -1.02590  1.77983  -4.83757  -1.43
C  0.40904  2.22465  -4.65566  1.06
C  0.72715  3.48177  -5.45317  -0.27
C  0.69787  3.24764  -6.90425  -0.01
N  0.67510  3.06454  -8.03366  -0.48
H  -1.26726  1.67727  -5.89784  0.46
H  -1.71839  2.50388  -4.40038  0.29
H  -1.20810  0.80702  -4.37853  0.32
H  1.07728  1.40584  -4.94272  0.24
H  0.65842  2.42115  -3.60896  -0.64
H  1.68055  3.93558  -5.18565  0.17
H  -0.06725  4.21532  -5.26755  0.24
C  -4.37764  0.88269  -0.32210  -1.32
C  -3.94803  2.33073  -0.44010  0.84
C  -4.02952  2.96209  -1.82167  0.39
C  -5.23241  2.52445  -2.54322  0.03
N  -6.15941  2.16740  -3.11718  -0.53
H  -4.41117  0.57602  0.71946  -0.01
H  -3.67659  0.22381  -0.84524  0.20
H  -5.34353  0.69749  -0.79139  0.61
H  -2.96877  2.46339  0.02242  -0.69
H  -4.63724  2.89207  0.20774  0.40
H  -3.22432  2.58071  -2.46726  -0.46
H  -3.93225  4.04375  -1.81808  0.49


Record 2
Entry from OMol25: a molecular structure, C57H114NO17Rb (ωB97M-V with the def2-TZVPD basis set).

Results
lowest unoccupied orbital energy	-1.83	eV
E_HOMO	-4.794	eV
calculated total energy	-3597.825184	Ha
ΔE to the lowest compared entry with this formula, charge and spin	65.3	kcal/mol
2S+1	1

Each line ends with the Mulliken charge.
Element x y z (Å)
Rb  -3.51148  -12.13505  -1.75042  0.94
C  -5.81972  -16.62944  -1.32770  -1.80
C  -4.81627  -17.34391  -0.31721  1.83
C  -3.79632  -18.03677  -1.19460  -1.22
C  -2.51476  -18.54671  -0.54959  -0.67
C  -1.84649  -17.30902  0.15266  -1.26
C  -2.88127  -16.72650  1.22386  1.51
N  -4.09907  -16.32384  0.52205  0.17
O  -5.06130  -15.48390  1.32211  -0.85
C  -2.12657  -15.41442  1.62319  -1.71
C  -3.05725  -17.69477  2.42585  -1.58
C  -5.62915  -18.41601  0.48734  -1.89
H  -6.32084  -17.37288  -1.94762  0.40
H  -5.35112  -15.82350  -1.89246  0.31
H  -6.67166  -16.16198  -0.83396  0.36
H  -3.45009  -17.37719  -1.99032  0.35
H  -4.21565  -18.92298  -1.67095  0.41
H  -1.91169  -19.01343  -1.32842  0.41
H  -2.76693  -19.26336  0.23202  0.27
H  -1.54189  -16.57569  -0.59403  0.34
H  -0.95112  -17.69598  0.63916  0.46
H  -1.27796  -15.59894  2.28191  0.37
H  -2.78978  -14.73601  2.15985  0.38
H  -1.63395  -14.76785  0.89698  0.28
H  -2.08228  -17.97536  2.82434  0.37
H  -3.58195  -18.57799  2.06156  0.32
H  -3.73893  -17.29397  3.17602  0.34
H  -5.14101  -19.37545  0.65849  0.32
H  -6.53800  -18.65642  -0.06430  0.49
H  -5.91168  -18.01247  1.45968  0.34
C  3.31433  -11.55378  2.84799  -0.99
C  3.81146  -12.13867  1.53627  0.74
O  4.79547  -12.80388  1.51615  -0.53
C  3.22703  -11.59629  0.24233  -1.00
H  2.24905  -11.32981  2.90367  0.33
H  3.91773  -10.65162  2.94860  0.28
H  3.63091  -12.25834  3.61706  0.29
H  3.79334  -12.07650  -0.55566  0.30
H  3.38638  -10.52171  0.15293  0.30
H  2.19153  -11.89896  0.08661  0.27
C  -14.48612  -18.21742  -3.89558  -0.99
C  -13.44009  -18.36399  -2.84540  0.72
O  -13.65407  -17.92523  -1.73697  -0.57
C  -12.11916  -18.88940  -3.25596  -1.01
H  -14.32975  -17.32257  -4.49800  0.27
H  -15.39216  -18.17533  -3.29108  0.30
H  -14.54951  -19.13124  -4.48635  0.34
H  -12.17857  -19.97529  -3.18236  0.28
H  -11.33248  -18.54138  -2.58654  0.33
H  -11.99361  -18.65275  -4.31252  0.33
C  -3.52925  -24.56418  -0.89139  -1.01
C  -2.90763  -24.92805  0.38327  0.83
O  -1.72637  -25.27146  0.43929  -0.58
C  -3.82931  -24.84050  1.66253  -1.04
H  -2.88772  -24.58319  -1.77240  0.31
H  -3.73073  -23.49302  -0.90249  0.25
H  -4.44073  -25.15124  -1.00398  0.31
H  -4.58864  -25.62244  1.67139  0.34
H  -4.16398  -23.80764  1.75891  0.30
H  -3.18566  -25.15778  2.48299  0.29
C  2.94632  -17.29451  5.19430  -1.00
C  3.78736  -17.96323  6.18332  0.88
O  4.95429  -17.64100  6.25636  -0.57
C  3.14476  -19.03963  7.03140  -1.06
H  2.75734  -17.88837  4.30003  0.25
H  3.43822  -16.39346  4.82791  0.27
H  2.06805  -16.94078  5.73432  0.36
H  3.74596  -19.39581  7.86793  0.31
H  3.00679  -19.94190  6.43561  0.25
H  2.20631  -18.65624  7.43193  0.31
C  -9.24930  -23.09912  7.78683  -1.00
C  -8.14768  -22.56292  6.92812  0.73
O  -7.16093  -23.20950  6.71908  -0.55
C  -8.29886  -21.15431  6.31872  -0.93
H  -9.87725  -22.29598  8.17254  0.32
H  -8.86822  -23.58147  8.68694  0.32
H  -9.94653  -23.66398  7.16805  0.27
H  -8.76556  -20.52319  7.07499  0.31
H  -8.96323  -21.18556  5.45516  0.26
H  -7.28634  -20.82448  6.08610  0.29
C  -7.50081  -12.37070  -8.03733  -1.05
C  -6.79761  -11.61081  -6.96805  0.86
O  -6.41797  -12.17204  -5.96823  -0.57
C  -6.60820  -10.12742  -7.19361  -1.09
H  -6.89591  -12.26991  -8.93847  0.33
H  -8.48820  -11.95657  -8.24141  0.32
H  -7.56500  -13.42233  -7.75793  0.27
H  -6.03336  -9.63063  -6.41203  0.28
H  -7.58197  -9.64125  -7.13422  0.31
H  -6.15924  -9.93282  -8.16761  0.33
C  2.95587  -22.92520  0.39192  -0.91
C  2.79451  -22.49486  1.80474  0.75
O  3.79106  -22.36358  2.49856  -0.58
C  1.45870  -22.22841  2.45126  -0.88
H  3.05000  -22.04317  -0.24153  0.21
H  2.19877  -23.65000  0.09265  0.32
H  3.90750  -23.45588  0.36218  0.31
H  0.91617  -23.15809  2.62288  0.29
H  0.79113  -21.67132  1.79391  0.26
H  1.52642  -21.67767  3.38945  0.22
C  -11.74237  -23.70324  0.44106  -1.06
C  -10.81726  -23.90202  1.60580  0.83
O  -11.19874  -24.09078  2.73165  -0.55
C  -9.35624  -23.94335  1.32105  -0.99
H  -11.51149  -22.69616  0.09380  0.27
H  -12.79655  -23.74443  0.71511  0.30
H  -11.55678  -24.35530  -0.41244  0.33
H  -9.15646  -24.77399  0.64414  0.31
H  -8.88453  -24.14637  2.28250  0.26
H  -8.96793  -23.00593  0.92283  0.31
C  6.15990  -18.05051  0.63415  -0.98
C  5.65361  -17.39473  -0.61874  0.81
O  6.37532  -17.00869  -1.47361  -0.54
C  4.14881  -17.26608  -0.68063  -0.99
H  5.59983  -17.55951  1.42998  0.27
H  7.22312  -17.97237  0.86121  0.31
H  5.93151  -19.11613  0.61409  0.26
H  3.75964  -17.13800  0.32943  0.30
H  3.69693  -18.14648  -1.13757  0.26
H  3.97703  -16.37990  -1.29159  0.29
C  -1.85139  -21.11459  7.76095  -0.92
C  -1.02244  -22.19630  8.37155  0.73
O  -0.63492  -23.11066  7.68422  -0.55
C  -0.70223  -22.06738  9.90767  -1.00
H  -1.13829  -20.38423  7.37865  0.21
H  -2.54410  -20.67526  8.47876  0.34
H  -2.44971  -21.57752  6.97622  0.30
H  -1.37680  -21.34206  10.36260  0.30
H  0.27351  -21.66035  10.17291  0.28
H  -0.90022  -23.01047  10.41707  0.30
C  -4.14440  -10.61643  8.73835  -1.01
C  -2.77913  -11.28026  8.60069  0.82
O  -1.93429  -11.23315  9.50390  -0.56
C  -2.42465  -11.96785  7.29810  -0.97
H  -4.15214  -10.10378  9.70025  0.29
H  -4.94902  -11.35154  8.72165  0.27
H  -4.34684  -9.88605  7.95499  0.31
H  -1.40163  -12.33849  7.36241  0.27
H  -2.46389  -11.15683  6.57092  0.27
H  -3.15348  -12.73664  7.04147  0.31
C  -11.03002  -14.94733  2.60440  -0.97
C  -12.13896  -13.95289  2.79185  0.82
O  -11.88590  -12.88325  3.28696  -0.56
C  -13.51142  -14.28481  2.25118  -1.03
H  -11.37730  -15.97424  2.71818  0.33
H  -10.18931  -14.73604  3.26520  0.29
H  -10.77352  -14.84097  1.55036  0.23
H  -13.42587  -14.27304  1.16460  0.25
H  -14.20714  -13.49906  2.54559  0.29
H  -13.81708  -15.27753  2.58161  0.34
C  1.03766  -20.57824  -6.40583  -1.00
C  -0.13616  -21.45078  -6.68127  0.78
O  -0.66545  -22.08452  -5.77707  -0.56
C  -0.57868  -21.64022  -8.08563  -1.07
H  1.00917  -19.84186  -7.20897  0.32
H  2.01893  -21.03335  -6.54030  0.31
H  0.89197  -20.06340  -5.45619  0.28
H  -1.63277  -21.91297  -8.13649  0.30
H  0.07020  -22.32256  -8.63468  0.30
H  -0.47187  -20.72588  -8.66929  0.35
C  -10.90967  -12.90645  -3.37520  -0.92
C  -10.64755  -11.64583  -2.57244  0.75
O  -9.62792  -11.49374  -1.88167  -0.59
C  -11.83842  -10.67483  -2.56431  -1.06
H  -11.44138  -12.70756  -4.30570  0.33
H  -11.45997  -13.58893  -2.72750  0.26
H  -9.93691  -13.36946  -3.54089  0.29
H  -11.57401  -9.79419  -1.97894  0.31
H  -12.73755  -11.07571  -2.09639  0.31
H  -11.91726  -10.28275  -3.57829  0.33
C  -3.70759  -17.23656  -7.31699  -1.06
C  -4.57137  -18.44654  -7.65977  0.86
O  -4.55384  -18.83522  -8.83933  -0.58
C  -5.37621  -19.09892  -6.61785  -1.03
H  -3.44238  -16.53727  -8.10994  0.34
H  -2.76895  -17.52334  -6.84282  0.25
H  -4.23880  -16.49490  -6.72048  0.32
H  -6.08091  -19.84552  -6.98401  0.32
H  -5.82466  -18.31509  -6.00743  0.31
H  -4.73902  -19.71687  -5.98521  0.27
C  -8.35971  -15.15367  8.28273  -1.13
C  -7.10813  -15.56729  9.07912  0.81
O  -6.77896  -14.88478  10.02617  -0.54
C  -6.18282  -16.62275  8.39166  -0.98
H  -9.16219  -15.86442  8.48013  0.32
H  -8.30249  -15.17108  7.19438  0.32
H  -8.85853  -14.25232  8.63887  0.35
H  -6.42758  -17.57563  8.86092  0.27
H  -5.13011  -16.35698  8.48796  0.30
H  -6.40318  -16.65038  7.32452  0.30


| no. | orbital gap (eV) |
| --- | --- |
| 1 | 11.3 |
| 2 | 3.0 |